Density functional theory data (ωB97M-V/def2-TZVPD) for a structure of composition C17H23BrN4O3V in a non-equilibrium geometry.

Properties
**Calculated total energy**: -4624.2167 Ha
**Net charge**: +1
**ΔE to the lowest compared entry with this formula, charge and spin**: 0.00 kcal per mole
**2S+1**: 3
**E_LUMO (spin up / spin down)**: -2.863 / -2.339 eV
**<S²>**: 2.025

CARTESIAN COORDINATES (ANGSTROEM)
Br 4.627 4.044 -3.628
V -0.894 0.291 1.395
O -0.700 3.666 0.797
O -0.375 1.567 0.076
O -2.914 0.248 1.829
N 0.414 -0.789 -1.489
N -4.449 1.250 3.224
N -0.163 -1.421 0.650
N 0.074 -3.102 -0.996
C -2.175 1.214 3.892
C 3.170 3.887 -2.423
C 1.401 -2.493 -2.947
C -0.787 1.252 3.275
C -0.436 -4.250 -0.132
C 1.105 3.340 -0.778
C -3.226 0.889 2.942
C 2.186 2.468 -0.782
C 0.422 -3.495 -2.356
C -0.057 2.866 0.123
C 3.285 2.835 -1.496
C 0.062 -1.785 -0.654
C 0.964 4.402 -1.670
C -0.944 -3.688 1.210
C 2.059 4.738 -2.470
C 0.821 -1.106 -2.879
C -0.049 -2.487 1.659
H 0.901 -4.469 -2.299
H 0.994 -2.808 1.802
H -0.498 2.307 3.094
H -0.923 -4.423 2.045
H -4.683 1.709 4.133
H 1.643 -2.760 -3.990
H 1.554 -0.374 -3.245
H 2.393 -2.526 -2.377
H -5.170 1.044 2.522
H -2.257 0.433 4.710
H -0.515 -3.559 -2.993
H -1.289 -4.705 -0.669
H -0.387 -2.193 2.663
H 2.243 1.628 -0.135
H -0.102 -1.116 -3.513
H 0.354 -5.005 0.035
H 0.570 0.151 -1.124
H -0.072 0.720 3.956
H -2.454 2.176 4.356
H -1.979 -3.331 1.025
H 0.025 4.910 -1.785
H 4.200 2.265 -1.454
H 2.032 5.586 -3.128



Density functional theory data (ωB97M-V/def2-TZVPD) for a structure of composition C17H23CaClN2O8S in a non-equilibrium geometry.

Properties
**Calculated total energy**: -2908.9015 Ha
**ΔE to the lowest compared entry with this formula, charge and spin**: 32.94 kcal per mole
**E_LUMO**: -3.704 eV

CARTESIAN COORDINATES (ANGSTROEM)
Ca 0.630 1.571 -4.695
Cl -0.042 -0.188 5.616
S 1.485 -1.079 -3.654
O 0.652 -1.411 -2.506
O 2.776 -1.734 -3.581
O 1.881 -1.790 2.347
O 1.715 0.439 -3.647
O 0.782 -1.400 -4.922
O -1.877 1.424 1.027
O -6.263 -1.754 -0.253
O -4.895 -3.456 -0.238
N 2.637 2.947 -1.119
N 3.227 0.921 -0.664
C -5.658 -2.519 0.406
C -2.593 -1.238 0.430
C 3.674 2.105 -1.073
C -3.565 -3.604 0.271
C 0.828 -1.233 2.310
C 1.877 0.996 -0.455
C 1.505 2.259 -0.734
C 3.807 5.122 -0.890
C -0.327 0.949 2.732
C 2.690 4.343 -1.561
C -0.355 -1.757 1.507
C -1.316 -0.887 1.177
C -5.791 -2.424 1.927
C 0.637 0.066 3.092
C 4.056 -0.273 -0.477
C -1.207 0.595 1.602
C -2.556 -2.591 -0.330
H 4.696 2.337 -1.319
H -6.551 -3.114 2.319
H -0.420 -2.812 1.249
H -0.499 1.881 3.266
H -2.879 -2.436 -1.373
H 3.679 5.121 0.193
H 3.810 6.154 -1.239
H -2.859 -0.419 -0.254
H 0.551 2.758 -0.711
H 3.433 -1.107 -0.166
H 2.824 4.344 -2.647
H -3.484 -3.589 1.367
H 1.324 0.134 -0.121
H 4.803 -0.070 0.288
H 4.544 -0.516 -1.419
H -6.132 -1.415 2.186
H -1.566 -3.057 -0.387
H 1.261 0.309 3.946
H -4.849 -2.567 2.474
H 4.784 4.691 -1.112
H -3.389 -1.230 1.197
H -3.228 -4.606 -0.041
H 1.730 4.808 -1.341



Repeat the first record exactly.
Density functional theory data (ωB97M-V/def2-TZVPD) for a structure of composition C17H23BrN4O3V in a non-equilibrium geometry.

Properties
**Calculated total energy**: -4624.2167 Ha
**Net charge**: +1
**ΔE to the lowest compared entry with this formula, charge and spin**: 0.00 kcal per mole
**2S+1**: 3
**E_LUMO (spin up / spin down)**: -2.863 / -2.339 eV
**<S²>**: 2.025

CARTESIAN COORDINATES (ANGSTROEM)
Br 4.627 4.044 -3.628
V -0.894 0.291 1.395
O -0.700 3.666 0.797
O -0.375 1.567 0.076
O -2.914 0.248 1.829
N 0.414 -0.789 -1.489
N -4.449 1.250 3.224
N -0.163 -1.421 0.650
N 0.074 -3.102 -0.996
C -2.175 1.214 3.892
C 3.170 3.887 -2.423
C 1.401 -2.493 -2.947
C -0.787 1.252 3.275
C -0.436 -4.250 -0.132
C 1.105 3.340 -0.778
C -3.226 0.889 2.942
C 2.186 2.468 -0.782
C 0.422 -3.495 -2.356
C -0.057 2.866 0.123
C 3.285 2.835 -1.496
C 0.062 -1.785 -0.654
C 0.964 4.402 -1.670
C -0.944 -3.688 1.210
C 2.059 4.738 -2.470
C 0.821 -1.106 -2.879
C -0.049 -2.487 1.659
H 0.901 -4.469 -2.299
H 0.994 -2.808 1.802
H -0.498 2.307 3.094
H -0.923 -4.423 2.045
H -4.683 1.709 4.133
H 1.643 -2.760 -3.990
H 1.554 -0.374 -3.245
H 2.393 -2.526 -2.377
H -5.170 1.044 2.522
H -2.257 0.433 4.710
H -0.515 -3.559 -2.993
H -1.289 -4.705 -0.669
H -0.387 -2.193 2.663
H 2.243 1.628 -0.135
H -0.102 -1.116 -3.513
H 0.354 -5.005 0.035
H 0.570 0.151 -1.124
H -0.072 0.720 3.956
H -2.454 2.176 4.356
H -1.979 -3.331 1.025
H 0.025 4.910 -1.785
H 4.200 2.265 -1.454
H 2.032 5.586 -3.128